1.
Molecular formula: C29H39N5O9Rb
Method: DFT, ωB97M-V with the def2-TZVPD basis set

```
83
Properties=species:S:1:pos:R:3:mulliken_charge:R:1
Rb 1.12513 -0.11287 -0.42750 0.41
O -0.92693 1.75701 -3.29247 -0.50
C -0.25558 2.98356 -3.45898 -0.81
C 0.33005 3.62237 -2.20318 -0.81
N 1.22227 2.79822 -1.38230 1.10
C 2.48741 2.36245 -2.07095 -0.97
C 2.50685 1.15784 -3.03049 0.31
O 3.63175 0.91636 -3.56624 -0.86
O 1.43094 0.45470 -3.18497 -0.59
C 1.47158 3.49827 -0.08707 -0.85
C 1.88815 2.63872 1.11093 0.53
O 1.28378 2.83201 2.22927 -0.82
O 2.83001 1.80787 0.86310 -0.51
H -0.16661 1.12552 -3.17578 0.42
H -0.96328 3.72924 -3.87929 0.42
H 0.54820 2.91560 -4.22513 0.35
H -0.45056 3.96189 -1.49970 0.37
H 0.88469 4.53840 -2.50992 0.27
H 3.14522 2.19164 -1.20839 0.41
H 2.87938 3.21242 -2.66698 0.27
H 0.55341 4.04137 0.14830 0.33
H 2.29338 4.25265 -0.20342 0.32
C 1.24830 -0.02311 4.09659 -0.92
N 2.43109 -0.35411 3.30772 0.30
C 3.64159 0.33860 3.72273 -0.98
C 2.32575 -1.19318 2.25297 0.56
O 1.30707 -1.80274 1.94024 -0.53
C 3.60753 -1.35929 1.43129 -0.96
O 3.43460 -1.76247 0.07144 -0.08
C 2.95232 -3.06928 -0.14458 -0.46
C 2.38778 -3.20851 -1.56294 0.56
O 1.34985 -3.85058 -1.70380 -0.72
N 3.02893 -2.57375 -2.59126 0.31
C 4.38169 -2.04916 -2.57964 -0.78
C 2.38941 -2.63791 -3.90273 -1.02
H 0.96324 1.00430 3.84733 0.26
H 1.51705 -0.06398 5.17240 0.45
H 0.45017 -0.73194 3.85502 0.13
H 3.51169 0.58907 4.76842 0.34
H 3.77831 1.28460 3.16961 0.23
H 4.52469 -0.29746 3.57824 0.38
H 4.31714 -2.06761 1.91978 0.28
H 4.08817 -0.38607 1.37098 0.51
H 2.16866 -3.26870 0.58330 0.37
H 3.75760 -3.83566 -0.03328 0.31
H 4.78530 -2.06392 -1.56681 0.27
H 4.38061 -1.01900 -2.98384 0.21
H 5.03375 -2.66732 -3.22608 0.33
H 1.58912 -3.38033 -3.84179 0.32
H 3.12900 -2.86216 -4.67533 0.36
H 1.99970 -1.63144 -4.12790 0.18
N -2.54148 1.80560 2.61171 0.14
C -1.41174 1.56162 1.91046 -1.19
N -1.29210 0.27602 1.55406 0.91
C -2.34983 -0.35561 2.15795 0.06
C -2.70923 -1.68976 2.17414 -0.48
C -3.87936 -2.06232 2.83527 -0.74
C -4.68182 -1.13220 3.46188 -0.42
C -4.34209 0.23351 3.46552 -1.14
C -3.18089 0.59341 2.81559 0.24
H -2.83107 2.73394 2.98525 0.30
H -0.70125 2.34131 1.69643 0.42
H -2.03866 -2.38578 1.68748 0.70
H -4.17166 -3.11913 2.82748 0.39
H -5.59452 -1.43710 3.95457 0.40
H -4.93116 0.97650 3.98424 0.46
C -2.51231 -2.82346 -1.69647 -1.38
C -2.32221 -1.34332 -1.39712 0.37
O -1.23319 -0.81327 -1.49695 -0.16
C -3.49749 -0.53911 -1.00189 0.45
C -4.68383 -1.09569 -0.53965 -0.29
C -5.72236 -0.30910 -0.04495 -0.76
C -5.57058 1.07985 0.02934 -0.42
C -4.39939 1.65762 -0.45483 -0.58
C -3.39907 0.87522 -0.99867 -0.47
H -1.51673 -3.24320 -1.92307 0.24
H -3.20055 -3.00480 -2.54450 0.35
H -2.93355 -3.33802 -0.82349 0.38
H -4.80302 -2.16806 -0.55091 0.33
H -6.63390 -0.78145 0.30445 0.39
H -6.35347 1.71880 0.44164 0.39
H -4.27103 2.73413 -0.40873 0.41
H -2.51984 1.31176 -1.44317 0.73
```

Its energy relative to the best compared isomer or geometry (same formula, charge and spin) is 0.1133 eV. Its electronic energy is -57243.6796 eV. The calculation puts the HOMO-LUMO gap at 7.40 eV. As for the net charge: -1.


2.
Molecular formula: C24H40Br2Ge2InN3O2
Method: DFT, ωB97M-V with the def2-TZVPD basis set

```
74
Properties=species:S:1:pos:R:3:mulliken_charge:R:1
In -1.85903 0.86466 0.73246 0.82
N -1.42573 -1.53863 -0.18934 -0.37
C -0.22637 -1.65045 -1.01897 -0.65
C 0.97384 -0.97758 -0.40792 0.42
O 2.00490 -0.90028 -1.11014 -0.66
O 0.87656 -0.54945 0.78724 -0.36
H -1.36049 -2.15493 0.61576 0.09
H -2.22937 -1.85321 -0.72553 0.29
H -0.39860 -1.17448 -1.98588 0.17
H 0.07306 -2.68236 -1.23338 0.43
C 1.87343 0.53699 4.84887 -1.32
C 1.35596 0.70276 3.41643 -0.34
Ge 2.25948 -0.46732 2.16000 0.19
C 2.41791 -2.35478 2.59865 -0.34
C 3.65608 -2.63356 3.45966 -1.32
C 3.92305 0.21054 1.46988 -0.75
C 4.37949 0.56603 0.26504 0.74
Ge 3.26385 0.59684 -1.33430 0.27
C 4.01499 -0.04196 -2.99674 -0.59
C 5.03096 0.85169 -3.71083 -1.11
C 1.95793 2.03603 -1.37211 0.42
C 2.60184 3.42147 -1.48163 -1.48
C 5.78513 0.98923 0.07243 -0.13
C 6.83258 0.26738 0.64323 -0.44
C 8.14189 0.69076 0.48077 -0.77
C 8.41876 1.83958 -0.24790 -0.50
C 7.38336 2.55987 -0.82671 -0.83
C 6.07474 2.12886 -0.67607 -0.14
H 1.35942 1.22270 5.52053 0.41
H 2.94033 0.75159 4.92435 0.36
H 1.70923 -0.47526 5.22083 0.32
H 1.48184 1.73076 3.07105 0.44
H 0.28500 0.47724 3.37448 0.30
H 2.49102 -2.90014 1.65317 0.54
H 1.51011 -2.69596 3.09781 0.27
H 4.57119 -2.32250 2.95434 0.31
H 3.74508 -3.69926 3.66450 0.42
H 3.61163 -2.11793 4.41964 0.31
H 4.64965 0.27392 2.28601 0.77
H 3.14583 -0.21864 -3.63684 0.43
H 4.44519 -1.02418 -2.78604 0.40
H 4.64127 1.85392 -3.89436 0.29
H 5.27849 0.41647 -4.67789 0.40
H 5.95277 0.94894 -3.14160 0.30
H 1.36044 1.97789 -0.45617 0.16
H 1.27815 1.85653 -2.20849 0.20
H 3.24880 3.63639 -0.62999 0.40
H 1.83398 4.19384 -1.51070 0.37
H 3.19329 3.52259 -2.39288 0.33
H 6.62149 -0.64114 1.19437 0.52
H 8.94962 0.12019 0.91849 0.43
H 9.44163 2.16840 -0.37015 0.42
H 7.59437 3.45557 -1.39489 0.43
H 5.27395 2.70905 -1.12792 0.36
Br -1.51846 3.84371 -1.95863 -0.10
C -2.12535 2.79560 -3.44422 -0.49
Br -1.65130 0.91933 -3.29931 -0.06
H -1.66209 3.16744 -4.34840 0.35
H -3.20498 2.84655 -3.48970 0.38
C -6.20114 0.02959 4.42288 -1.24
C -4.87943 -0.37912 3.87580 0.87
C -4.03946 -1.42677 4.19911 -1.20
C -2.93821 -1.31350 3.34595 0.45
N -3.07740 -0.26050 2.53806 -0.19
N -4.26946 0.29017 2.88233 0.04
C -1.73783 -2.19588 3.28458 -0.71
H -6.41732 -0.53333 5.32686 0.32
H -6.99604 -0.16779 3.70303 0.32
H -6.21674 1.09100 4.66979 0.36
H -4.20498 -2.16897 4.96076 0.38
H -4.59989 1.12751 2.43131 0.18
H -1.46095 -2.52821 4.28410 0.45
H -0.88380 -1.66666 2.85820 -0.11
H -1.93588 -3.09597 2.69736 0.34
```

Its energy relative to the best compared isomer or geometry (same formula, charge and spin) is 0.0000 eV. Its electronic energy is -292380.8519 eV. The calculation puts the HOMO-LUMO gap at 8.02 eV. As for the net charge: +2.


3.
Molecular formula: C7H10F36K4O6P6
Method: DFT, ωB97M-V with the def2-TZVPD basis set

```
69
Properties=species:S:1:pos:R:3:mulliken_charge:R:1
K 2.95590 2.84610 -1.84865 1.01
K -2.25794 1.04338 -2.58688 1.03
K 1.78294 0.61256 3.23919 0.91
K -2.48498 -1.72602 1.15840 1.01
P 2.00750 4.32876 4.19743 1.18
F 3.40150 5.01039 3.73696 -0.36
F 2.89245 3.12467 4.75414 -0.35
F 1.80560 5.12726 5.63732 -0.39
F 0.73691 3.61673 4.93735 -0.35
F 1.21566 5.56722 3.48509 -0.38
F 1.89660 3.36111 2.88738 -0.31
P -1.08952 -0.38001 5.29698 1.20
F -0.43329 -0.29913 6.78278 -0.36
F -2.54629 0.26760 5.76127 -0.40
F -0.47244 1.08021 4.99390 -0.28
F -1.57040 -0.31499 3.74861 -0.39
F 0.25563 -1.12402 4.72470 -0.40
F -1.90664 -1.74035 5.65545 -0.36
P -5.18877 -0.06378 -0.60830 1.20
F -6.42883 0.58473 0.13544 -0.37
F -5.42791 -1.43846 0.29633 -0.39
F -5.99671 -0.74656 -1.80373 -0.42
F -3.90524 -0.55377 -1.31247 -0.36
F -5.15030 1.19473 -1.60936 -0.36
F -4.16461 0.57079 0.47861 -0.34
P -2.98508 4.91462 -1.83819 1.29
F -2.33411 5.26026 -0.41380 -0.34
F -1.56596 5.22409 -2.57842 -0.38
F -2.45741 3.44469 -1.62193 -0.43
F -3.62494 4.60915 -3.29243 -0.37
F -4.44592 4.64579 -1.06265 -0.37
F -3.34140 6.56981 -2.02913 -0.40
P 0.02345 0.66086 0.04873 1.65
F 0.90793 -0.66364 -0.27813 -0.37
F 0.47914 1.26131 -1.45858 -0.52
F -1.25726 -0.15948 -0.60335 -0.64
F -0.98823 1.89222 0.18748 -0.39
F -0.26912 0.12661 1.55607 -0.35
F 1.34160 1.41553 0.68453 -0.48
P 5.34176 1.84061 0.90155 1.27
F 5.42301 2.42956 2.44662 -0.37
F 6.80778 1.24040 0.90384 -0.36
F 4.71752 0.47732 1.62556 -0.38
F 5.13543 1.23412 -0.57416 -0.39
F 3.77293 2.35450 0.87216 -0.38
F 5.85618 3.17884 0.18535 -0.37
C 1.67546 -1.97452 -4.26470 -0.38
C 1.15292 -0.87974 -3.39947 0.65
O 0.00706 -0.46021 -4.12943 -0.17
C -0.16938 -1.20196 -5.19148 0.60
O -0.96935 -1.00627 -6.06816 -0.63
O 0.64125 -2.20900 -5.24930 -0.34
H 1.75369 -2.75794 -3.51089 0.21
H 2.64047 -1.62254 -4.62937 0.30
H 1.99222 -0.19340 -3.28714 0.19
H 0.85456 -1.25611 -2.42099 -0.38
C 1.76463 -6.11843 -1.07903 -1.44
C 0.32402 -5.61151 -1.42852 0.17
C -0.67058 -5.48889 -0.25396 -0.49
O -1.14748 -4.17457 -0.56408 -0.30
C -0.67701 -3.64338 -1.60404 0.62
O -1.11279 -2.60279 -2.04003 -0.43
O 0.33278 -4.27174 -1.97269 -0.19
H 2.33153 -6.27977 -1.99592 0.37
H 1.99705 -7.03376 -0.53473 0.41
H 2.36698 -5.53456 -0.38306 0.34
H -0.15173 -6.22668 -2.19228 0.30
H -0.03910 -5.03837 0.51179 0.41
H -1.36118 -6.32004 -0.11127 0.28
```

Its electronic energy is -238614.1110 eV. The calculation puts the HOMO-LUMO gap at 7.98 eV. As for the net charge: -2.